Entry 1:
A structure of composition C21H33N6OSW in a non-equilibrium geometry. Source: OMol25; level of theory: the ωB97M-V functional and the def2-TZVPD basis.

Spin multiplicity: 1
HOMO-LUMO gap in eV: 6.683
Strongest force on any atom in eV/Å: 1.99
LUMO energy in eV: -9.65
Charge: +3
HOMO level in eV: -16.329

Last column: natural (NBO) charge in e.
Element x y z (Å)
H (2.907, -0.095, 1.560)  0.4374
H (1.102, -3.471, 0.664)  0.2554
H (-2.449, 1.901, -0.204)  0.2595
C (-0.222, -2.333, -4.893)  -0.2361
C (2.673, 0.934, -0.196)  -0.2686
C (0.853, 4.263, -0.781)  -0.0734
H (-2.073, 0.755, 2.343)  0.4368
C (-0.558, 0.484, -2.807)  0.3950
H (-1.249, 4.592, -0.414)  0.2749
H (0.980, 5.223, -1.267)  0.2737
H (2.962, -2.147, 1.070)  0.2412
C (2.196, 0.824, 4.918)  -0.6421
H (-2.659, -1.706, -2.618)  0.2087
S (-0.056, -0.387, -1.401)  -0.3529
C (-0.099, 1.908, 4.968)  -0.6421
H (0.279, 2.762, 4.405)  0.2239
C (2.279, -1.666, 0.371)  -0.2444
C (1.929, 3.370, -0.753)  -0.2304
H (-0.244, 2.394, -2.156)  0.4096
H (-1.886, -2.678, 0.478)  0.2592
H (2.685, -1.802, -0.631)  0.2584
C (-2.004, -2.282, -3.261)  -0.2550
N (2.281, -0.181, 0.761)  -0.6536
H (0.099, -2.274, 2.310)  0.4366
N (-1.731, 0.665, 1.388)  -0.6446
H (2.359, 0.984, 5.984)  0.2759
H (2.860, 3.622, -1.243)  0.2753
H (2.565, 0.551, -1.210)  0.2711
H (0.197, -4.251, -5.748)  0.2479
H (-2.018, -2.232, 2.171)  0.2394
H (2.745, -0.074, 4.637)  0.2270
N (-0.866, -0.210, -3.891)  -0.5529
O (0.529, 0.337, 3.225)  -0.6192
W (0.335, 0.212, 1.492)  1.6974
H (-0.006, 2.139, 6.030)  0.2774
C (0.895, -2.429, 0.419)  -0.2632
H (-2.961, -4.155, -2.861)  0.2344
H (-1.527, -5.421, -4.423)  0.2466
C (0.713, 0.670, 4.679)  0.1217
N (-0.631, 1.815, -2.877)  -0.7687
H (0.528, -1.813, -5.476)  0.2342
N (-0.102, -1.849, 1.409)  -0.6519
C (-2.178, -3.647, -3.408)  -0.1872
C (-1.014, -1.640, -3.994)  0.1638
N (0.566, 1.954, 0.510)  -0.5607
H (-3.394, -0.673, 1.058)  0.2506
C (-1.377, -4.358, -4.296)  -0.1756
H (-0.939, 2.276, -3.722)  0.4270
H (2.584, 1.694, 4.385)  0.2226
H (-1.159, 1.757, 4.762)  0.2183
H (0.311, -0.207, 5.183)  0.2238
C (-2.342, -0.588, 0.781)  -0.2475
C (-0.409, 3.921, -0.282)  -0.2514
H (-2.282, -0.473, -0.293)  0.2444
H (3.717, 1.208, -0.048)  0.2613
C (-0.409, -3.701, -5.041)  -0.1754
C (-0.543, 2.703, 0.358)  0.2674
H (0.428, -2.433, -0.557)  0.2621
C (1.751, 2.166, -0.101)  0.2648
C (-1.883, 2.022, 0.722)  -0.2724
C (-1.617, -1.915, 1.209)  -0.2465
H (-0.959, 0.303, -4.760)  0.4256
H (-2.464, 2.682, 1.366)  0.2654


Entry 2:
A cluster of 6 separate species, C21H33NO17 in total in a non-equilibrium geometry. Source: OMol25; level of theory: the ωB97M-V functional and the def2-TZVPD basis.

Spin multiplicity: 1
HOMO-LUMO gap in eV: 10.226
Strongest force on any atom in eV/Å: 4.91
LUMO energy in eV: -0.11
HOMO level in eV: -10.334
SMILES: C[C@H]1COC(=O)O1.C[C@H]1COC(=O)O1.C[C@H]1COC(=O)O1.C[C@H]1COC(=O)O1.C[C@H]1COC(=O)O1.C[N+](=O)[O-]

Last column: Löwdin charge in e.
Element x y z (Å)
C (4.477, -3.692, -2.719)  -0.0182
C (-1.825, 3.506, -2.696)  -0.4130
C (-2.745, 3.932, -0.586)  -0.0885
C (-3.866, 6.172, -1.528)  -0.0172
C (-3.784, 0.166, 3.814)  -0.2836
H (-1.612, 0.725, -0.460)  0.0919
H (-2.219, -0.255, 0.876)  0.0843
H (-1.107, -2.651, -3.321)  0.0855
O (-0.752, -1.744, -5.975)  0.1075
H (-2.205, -0.744, -4.676)  0.1528
N (-0.529, 0.576, 1.388)  -0.3583
H (-3.685, -1.916, 4.305)  0.0790
H (1.545, -0.951, 4.171)  0.0858
H (-3.320, 1.823, 5.315)  0.1293
H (2.182, -0.943, 2.499)  0.0767
O (2.338, -2.862, -1.612)  0.0959
O (-0.494, -0.018, 2.509)  -0.0104
O (4.699, -0.338, 3.293)  0.1094
O (-4.396, 2.372, 1.283)  0.1143
H (3.807, -2.870, 5.127)  0.1326
O (5.281, -2.445, 3.567)  0.0511
H (5.313, -4.388, -2.656)  0.0957
H (-4.659, 5.662, -2.076)  0.0914
O (0.125, 0.262, -6.199)  0.0638
C (2.235, -2.141, -0.486)  -0.4828
H (-0.503, -1.324, -2.583)  0.0684
O (0.185, -1.167, -7.913)  0.1627
O (3.174, -2.664, 0.408)  0.0211
C (-1.337, -0.030, 0.276)  0.0721
C (3.683, -0.936, 4.082)  -0.3498
H (4.861, -2.684, -2.876)  0.0917
H (4.143, -4.522, 0.433)  0.1374
C (3.931, -2.413, 4.145)  -0.0711
C (2.334, -0.582, 3.516)  -0.0276
O (-0.016, 1.704, 1.260)  0.0593
H (-4.756, 0.092, 4.302)  0.1460
H (-2.086, -1.025, 4.334)  0.0781
C (-0.602, -1.724, -3.592)  -0.0226
C (-3.048, -1.164, 3.840)  -0.0187
H (3.758, -0.672, 5.137)  0.1528
C (-0.167, -0.910, -6.812)  -0.6043
O (6.819, -0.905, 2.814)  0.1424
C (-0.624, 0.397, -5.018)  -0.1351
H (-1.981, 1.309, 4.400)  0.1167
H (-0.737, -0.879, -0.052)  0.0738
O (-1.394, 2.850, -3.668)  0.0948
H (-3.815, 3.875, -0.388)  0.1133
C (-4.083, 1.870, 2.350)  -0.5782
H (-4.175, 6.373, -0.502)  0.0854
O (-2.253, 4.832, -2.765)  0.0631
C (5.719, -1.202, 3.218)  -0.5459
C (-2.657, 5.225, -1.446)  -0.3227
H (-3.549, 7.132, -1.935)  0.0841
C (3.453, -3.708, -1.599)  -0.3388
H (3.271, -2.994, 3.501)  0.1226
H (2.905, -4.644, -1.700)  0.1491
H (3.957, -3.911, -3.652)  0.0848
O (-4.161, 0.545, 2.507)  0.0652
C (-3.052, 1.493, 4.311)  -0.0391
H (-0.058, 0.920, -4.247)  0.1325
H (-1.394, 1.073, -5.390)  0.1262
O (-3.420, 2.455, 3.309)  0.1016
C (-1.143, -0.971, -4.766)  -0.2686
O (-2.140, 2.991, -1.459)  0.0394
H (0.404, -2.057, -3.845)  0.0902
O (1.475, -1.247, -0.233)  0.1442
H (-3.026, -1.673, 2.876)  0.0856
C (4.071, -3.628, -0.186)  -0.0565
H (5.049, -3.167, -0.319)  0.1290
H (-2.171, 4.075, 0.329)  0.1380
H (2.178, 0.494, 3.596)  0.0903
H (-1.823, 5.863, -1.153)  0.1421


Entry 3:
A structure of composition C21H34BClN6ReS3. Source: OMol25; level of theory: the ωB97M-V functional and the def2-TZVPD basis.

Spin multiplicity: 2
HOMO-LUMO gap (spin up / spin down) in eV: 6.552 / 6.669
Strongest force on any atom in eV/Å: 0.41
LUMO energy (spin up / spin down) in eV: -7.50 / -7.42
Charge: +2
HOMO level (spin up / spin down) in eV: -14.049 / -14.085

Last column: Mulliken spin population.
Element x y z (Å)
C (0.468, -5.156, -1.122)  0.0007
C (-2.068, 2.179, -1.298)  -0.0075
C (3.092, 3.020, 1.899)  0.0003
H (-3.765, 1.452, 2.623)  -0.0014
H (-5.814, 0.387, -1.025)  0.0000
H (3.699, 1.030, 2.516)  -0.0011
N (2.392, 2.483, 0.646)  0.0063
C (-4.668, 0.699, 0.799)  -0.0010
H (-5.531, 1.476, 2.598)  0.0000
H (3.897, 3.136, -0.747)  0.0006
N (-3.393, 0.982, -0.006)  -0.0016
H (3.423, -3.408, -0.626)  -0.0012
H (-0.043, 1.233, -2.699)  -0.0006
C (-0.263, -1.421, -2.931)  -0.0004
S (0.157, 1.266, 1.783)  0.1280
H (-4.632, 2.688, 1.693)  -0.0001
C (-3.263, 2.183, -0.678)  0.0038
H (-0.055, -4.781, -0.240)  0.0000
C (-4.638, 1.641, 1.996)  0.0013
H (2.766, -5.655, -2.603)  0.0002
N (-1.443, 0.983, -1.010)  -0.0402
H (2.985, 5.058, 1.129)  0.0000
Cl (0.169, -2.400, 3.302)  0.0453
H (-4.019, -0.993, 2.024)  -0.0010
H (4.123, 4.799, 2.451)  0.0000
C (1.607, -4.228, -1.523)  -0.0017
H (0.879, -6.135, -0.879)  0.0000
H (-5.922, 2.042, -0.402)  0.0001
H (-6.763, 0.746, 0.418)  -0.0001
S (-1.879, -1.297, 0.448)  0.0107
N (1.073, 1.514, -0.811)  -0.0117
S (1.849, -1.193, 0.291)  0.0183
H (2.636, 3.794, 3.808)  0.0003
C (2.972, 2.615, -0.601)  0.0006
C (-4.752, -0.746, 1.262)  -0.0007
H (1.586, -4.856, -3.621)  0.0000
C (0.141, -2.710, -2.910)  0.0021
C (2.287, -4.698, -2.804)  0.0003
H (-0.252, -5.289, -1.928)  0.0000
H (-4.681, -1.457, 0.439)  0.0009
C (-5.850, 0.994, -0.121)  0.0004
H (3.055, -3.996, -3.129)  -0.0002
C (3.720, 4.365, 1.537)  0.0002
C (1.038, -1.694, -1.190)  0.0098
H (-5.740, -0.865, 1.706)  0.0000
B (-0.023, 0.736, -1.609)  0.0323
C (-2.265, 0.286, -0.209)  0.0666
H (3.109, -5.112, -0.340)  0.0004
Re (0.060, -1.004, 1.621)  0.7727
N (0.977, -2.870, -1.825)  -0.0004
H (-1.609, 2.912, -1.936)  -0.0006
H (-0.075, -3.516, -3.586)  0.0001
H (4.870, 1.850, 1.465)  0.0000
H (1.248, 3.836, 2.732)  0.0015
H (2.197, -3.913, 0.561)  0.0026
H (4.552, 4.277, 0.841)  0.0000
H (-0.888, -0.899, -3.634)  0.0002
H (2.236, 1.930, -2.562)  0.0004
H (-4.037, 2.924, -0.669)  -0.0004
C (2.637, -4.132, -0.410)  0.0037
H (4.698, 2.340, 3.150)  0.0001
C (2.155, 2.020, -1.494)  0.0024
N (0.302, -0.783, -1.853)  -0.0293
C (1.255, 1.792, 0.492)  -0.0093
C (2.106, 3.236, 3.037)  0.0047
H (1.760, 2.311, 3.488)  -0.0078
C (4.152, 1.993, 2.273)  0.0002


Entry 4:
A structure of composition C21H34BN7ORe. Source: OMol25; level of theory: the ωB97M-V functional and the def2-TZVPD basis.

Spin multiplicity: 2
HOMO-LUMO gap (spin up / spin down) in eV: 7.222 / 7.097
Strongest force on any atom in eV/Å: 0.93
LUMO energy (spin up / spin down) in eV: -7.59 / -7.54
Charge: +2
HOMO level (spin up / spin down) in eV: -14.812 / -14.640

Last column: Mulliken spin population.
Element x y z (Å)
H (2.111, -1.986, 0.224)  0.0121
H (-0.107, -1.895, -2.481)  -0.0011
H (-2.542, 2.345, 1.203)  0.0002
H (-3.239, -0.353, -5.026)  0.0001
H (0.732, -2.758, 3.753)  0.0008
C (4.306, 2.499, 1.631)  0.0003
C (0.052, 3.270, 1.553)  0.0069
C (-0.595, -3.163, 2.081)  -0.0021
C (-1.366, -1.878, 2.121)  0.0140
H (3.246, 1.214, 2.969)  0.0001
H (-0.489, -3.446, 1.029)  0.0008
C (3.514, 0.154, 1.154)  0.0254
C (-2.888, 1.120, -2.682)  0.0002
H (2.762, 1.468, -3.530)  -0.0002
C (-2.185, -0.620, -4.945)  -0.0001
H (2.212, -2.078, -2.706)  0.0022
N (-1.956, 1.238, -0.682)  -0.0182
N (0.822, 1.249, 1.143)  0.0484
C (-2.740, -0.192, 2.576)  0.0362
H (-1.455, -4.040, 3.868)  0.0001
H (2.765, -0.600, 1.395)  -0.0065
H (-0.393, -2.600, -4.060)  -0.0002
B (-1.750, 1.527, 0.845)  -0.0209
H (3.471, -1.567, -1.604)  0.0006
H (4.172, 3.386, 2.249)  0.0000
C (3.234, 1.443, 1.900)  -0.0106
H (3.588, -0.037, -3.771)  0.0001
N (-1.431, 0.131, -1.320)  0.0613
H (-0.776, -5.206, 2.736)  0.0000
Re (0.211, -0.213, -0.143)  0.8570
N (-1.913, 0.193, 1.608)  -0.0143
H (3.536, 0.323, 0.072)  -0.0030
C (2.214, -0.016, -2.275)  0.0210
N (-1.055, -0.838, 1.310)  -0.0246
C (1.862, 1.988, 1.621)  0.0150
O (1.367, 0.692, -1.659)  0.0107
C (-2.435, -1.505, 2.922)  0.0108
H (-3.498, 0.478, 2.959)  -0.0006
C (1.517, -1.769, -0.657)  -0.0305
H (-0.683, 4.061, 1.612)  -0.0001
H (-2.521, -1.847, -3.230)  -0.0001
C (-2.007, 0.056, -2.554)  0.0085
C (1.392, 3.267, 1.888)  0.0022
C (-0.418, -1.664, -3.499)  0.0110
C (-1.814, -1.069, -3.533)  -0.0032
H (-2.002, -1.434, -5.647)  -0.0001
C (0.805, -2.961, 2.682)  -0.0051
C (2.415, -1.429, -1.852)  -0.0230
N (-0.293, 2.062, 1.107)  -0.0185
H (1.334, -2.125, 2.218)  0.0045
H (-2.926, -2.105, 3.672)  0.0018
N (2.904, 0.504, -3.266)  0.0117
H (-3.349, 2.723, -1.189)  0.0000
H (-3.515, 1.339, -3.532)  0.0003
H (1.406, -3.863, 2.549)  0.0000
C (-2.821, 1.833, -1.501)  0.0077
H (4.300, 2.805, 0.581)  -0.0002
H (4.481, -0.254, 1.451)  0.0006
H (5.289, 2.087, 1.861)  0.0000
C (-1.341, -4.277, 2.807)  0.0000
H (-2.331, -4.451, 2.380)  0.0001
H (0.913, -2.660, -0.839)  0.0094
H (-1.583, 0.238, -5.253)  0.0001
H (0.301, -0.976, -3.952)  0.0006
H (1.959, 4.091, 2.291)  0.0006